(1)
Computed, not measured: a molecular structure, C27H58O3P2SSiTi at a distorted geometry, with the ωB97M-V functional and the def2-TZVPD basis.

Each line ends with the Mulliken spin population.
Cartesian coordinates (Å):
P -1.8933 -3.4145 -2.0152  -0.06
P 1.7967 -4.5069 -2.3931  0.01
C -0.9606 -4.3406 -3.2202  -0.01
C 0.1243 -5.2670 -2.6574  0.00
H -0.5794 -3.6529 -3.9902  0.00
H -1.7504 -4.9608 -3.6649  0.00
H -0.2116 -5.7623 -1.7333  0.00
H 0.3043 -6.0694 -3.3924  0.00
C 2.5946 -4.7970 -4.0108  0.00
H 3.5178 -4.1941 -4.0747  0.00
H 1.9318 -4.5299 -4.8551  0.00
H 2.8776 -5.8648 -4.0963  0.00
C 2.6999 -5.7036 -1.3454  0.00
H 3.3044 -6.3683 -1.9800  0.00
H 2.0270 -6.3306 -0.7373  0.00
H 3.3827 -5.1500 -0.6789  0.00
C -3.2695 -2.5880 -2.8049  0.03
H -3.9268 -2.0934 -2.0811  0.00
H -3.8547 -3.3799 -3.2919  0.00
H -2.9177 -1.8694 -3.5530  0.01
C -2.7524 -4.7409 -1.0773  0.00
H -2.1224 -5.4168 -0.4669  0.00
H -3.2711 -5.4026 -1.7972  0.00
H -3.5370 -4.3588 -0.4044  0.00
Ti -1.2346 0.3820 -1.3290  1.87
C 2.6611 -2.6658 -0.4650  0.01
C 2.5465 -2.8768 -1.8988  0.00
C 1.5457 -1.9104 -2.6521  0.04
C 0.4633 -1.3511 -1.6943  -0.03
C -0.7441 -2.2723 -1.2670  -0.20
C -0.6877 -3.2248 -0.1397  0.03
C 0.5157 -3.8399 0.3516  -0.02
C 1.6936 -2.8544 0.5834  0.01
C -2.6484 -0.0634 0.1467  -0.05
H 3.6560 -2.3710 -0.1213  0.00
H 3.5632 -2.8184 -2.3446  0.00
H 1.0441 -2.3556 -3.5287  0.03
H 2.1374 -1.0610 -2.9992  0.00
H 0.9809 -1.0659 -0.7895  0.02
H 0.1853 -0.3467 -2.2664  0.09
H -1.6792 -1.4376 -1.2012  0.03
H -1.4615 -3.0659 0.6154  0.00
H 0.8211 -4.6549 -0.3134  0.00
H 0.2695 -4.3458 1.3038  0.00
H 1.3139 -1.8683 0.9190  0.00
H 2.1942 -3.2290 1.5026  0.00
H -2.6276 0.7285 0.8964  0.00
H -2.4562 -1.0563 0.5863  0.01
H -3.5790 -0.0495 -0.4568  0.00
C -3.3693 4.9771 -0.5575  0.00
C -1.8851 4.7764 -0.2516  0.00
C -1.1141 4.5240 -1.5417  0.04
C -1.3201 5.9704 0.5171  0.00
O -1.8451 3.5907 0.5874  0.02
Si -0.5672 2.8940 1.3645  -0.02
S 0.2411 1.4542 0.0064  0.12
O 0.6125 3.9562 1.7794  -0.01
C 2.0499 4.0790 1.4954  0.00
C 2.2754 4.1752 -0.0041  0.00
C 2.4811 5.3735 2.1726  0.00
C 2.7843 2.8711 2.0577  0.00
O -1.2512 2.2560 2.7183  0.00
C -0.7201 2.0007 4.0624  0.00
C 0.3170 0.8852 3.9939  0.00
C -0.1492 3.2825 4.6527  0.00
C -1.9086 1.5650 4.9158  0.00
H -3.4979 5.8488 -1.2094  0.00
H -3.9333 5.1509 0.3682  0.00
H -3.7858 4.0964 -1.0597  0.00
H -1.1783 5.4182 -2.1801  0.00
H -0.0543 4.3187 -1.3505  -0.02
H -1.5298 3.6635 -2.0810  0.03
H -1.8766 6.1051 1.4538  0.00
H -0.2596 5.8278 0.7683  0.00
H -1.4301 6.8823 -0.0911  0.00
H 1.7784 5.0579 -0.4259  0.00
H 3.3582 4.2685 -0.1824  0.00
H 1.9293 3.2686 -0.5110  0.01
H 2.3269 5.3387 3.2607  0.00
H 3.5520 5.5382 2.0019  0.00
H 1.9565 6.2423 1.7543  0.00
H 2.6550 2.8026 3.1478  0.00
H 2.4331 1.9486 1.5776  0.00
H 3.8583 2.9939 1.8412  0.00
H 1.1938 1.1844 3.4013  0.00
H 0.6577 0.6526 5.0134  0.00
H -0.1213 -0.0152 3.5449  0.00
H -0.9376 4.0423 4.7327  0.00
H 0.2434 3.0875 5.6625  0.00
H 0.6550 3.7037 4.0411  0.00
H -2.6582 2.3677 4.9825  0.00
H -2.3844 0.6631 4.5181  0.00
H -1.5694 1.3485 5.9357  0.00

Calculated values
E_LUMO (spin up / spin down): 0.08 / -0.13 eV
HOMO-LUMO gap (spin up / spin down): 5.2 / 5.0 eV
Calculated total energy: -95482.7335 eV
Spin multiplicity: 3
Largest force on an atom: 4.34 eV/A

---

(2)
Computed, not measured: a molecular structure, C23H51FeN10O2 at a distorted geometry, with the ωB97M-V functional and the def2-TZVPD basis.

Each line ends with the Mulliken spin population.
Cartesian coordinates (Å):
Fe -0.1530 0.4312 0.0600  3.97
C 5.1054 1.1239 -2.0941  0.00
N 4.1407 0.0808 -1.7877  0.01
C 4.7005 -1.2121 -1.4475  0.00
C 2.7939 0.3595 -1.6948  0.07
N 2.0767 0.1440 -0.6249  0.04
C 2.6922 -0.2047 0.6415  0.03
C 2.0893 -1.4981 1.1707  0.00
N 0.6345 -1.3790 1.3145  0.24
C 0.2075 -1.1267 2.6906  -0.03
C 0.7575 0.1896 3.1924  0.04
N 0.4570 1.2446 2.2388  0.12
C 0.0994 2.4507 2.6103  0.02
N -0.5068 2.7495 3.7881  0.02
C -1.4321 1.8449 4.4418  0.00
C -0.2165 3.9683 4.5300  0.00
N 0.4019 3.5106 1.8038  0.00
C 1.3704 3.3232 0.7492  0.02
C -0.5436 4.5981 1.5834  0.00
C -0.1168 -2.4828 0.7161  -0.02
C -0.0089 -2.5174 -0.7961  0.05
N -0.6439 -1.3486 -1.3804  0.12
C -1.3630 -1.5073 -2.4645  0.03
N -1.3792 -2.6665 -3.1949  0.01
C -2.6307 -3.3022 -3.5744  0.00
C -0.1752 -3.3309 -3.6523  0.00
N -2.1703 -0.5176 -2.9130  0.00
C -2.5913 0.5513 -2.0392  0.02
C -2.5289 -0.3788 -4.3175  0.00
N 2.2355 0.9124 -2.7992  0.00
C 0.9114 1.4957 -2.8106  0.02
C 2.8734 0.8536 -4.1087  0.00
H 5.7835 1.2624 -1.2472  0.00
H 5.7081 0.8614 -2.9674  0.00
H 4.5981 2.0673 -2.2811  0.00
H 5.2991 -1.5782 -2.2863  0.00
H 5.3616 -1.1638 -0.5760  0.00
H 3.9081 -1.9334 -1.2553  0.00
H 3.7756 -0.3020 0.5980  0.01
H 2.4592 0.6041 1.3336  -0.01
H 2.3119 -2.3116 0.4813  -0.01
H 2.5639 -1.7404 2.1247  0.00
H -0.8799 -1.0740 2.6957  0.00
H 0.5136 -1.9450 3.3524  0.01
H 0.3647 0.3594 4.1938  0.01
H 1.8479 0.1396 3.2876  0.00
H -1.7523 1.0639 3.7542  0.00
H -1.0035 1.3964 5.3429  0.00
H -2.3132 2.4095 4.7543  0.00
H 0.5031 4.5820 3.9988  0.00
H -1.1274 4.5472 4.6985  0.00
H 0.2027 3.7076 5.5048  0.00
H 2.2630 2.8453 1.1465  0.00
H 0.9737 2.6963 -0.0675  0.00
H 1.6378 4.2965 0.3437  0.00
H -1.3564 4.5486 2.3005  0.00
H -0.0418 5.5622 1.6751  0.00
H -0.9706 4.5091 0.5821  0.00
H 0.2134 -3.4448 1.1253  0.01
H -1.1681 -2.3440 0.9699  0.00
H 1.0402 -2.5573 -1.1064  -0.01
H -0.4893 -3.4410 -1.1254  0.00
H -3.4769 -2.7480 -3.1773  0.00
H -2.7273 -3.3781 -4.6606  0.00
H -2.6601 -4.3153 -3.1652  0.00
H 0.7041 -2.7348 -3.4159  0.00
H -0.0659 -4.3294 -3.2197  0.00
H -0.2222 -3.4521 -4.7381  0.00
H -2.8271 0.1429 -1.0591  0.00
H -1.8256 1.3334 -1.9277  0.00
H -3.4851 1.0196 -2.4469  0.00
H -1.9415 -1.0578 -4.9286  0.00
H -3.5885 -0.5827 -4.4840  0.00
H -2.3197 0.6409 -4.6460  0.00
H 0.5782 1.7200 -1.7962  0.00
H 0.9331 2.4250 -3.3814  0.00
H 0.1879 0.8210 -3.2785  0.00
H 3.6361 0.0823 -4.1230  0.00
H 2.1228 0.6121 -4.8618  0.00
H 3.3289 1.8089 -4.3766  0.00
C -3.7966 1.5642 1.6310  0.01
C -2.4575 1.1659 1.0847  -0.03
O -1.7121 2.0038 0.5109  0.10
O -2.0829 -0.0352 1.1576  0.14
H -3.7385 2.5211 2.1451  0.00
H -4.1713 0.7855 2.2897  0.00
H -4.4851 1.6751 0.7918  0.00

Calculated values
E_LUMO (spin up / spin down): -4.17 / -7.56 eV
HOMO-LUMO gap (spin up / spin down): 9.9 / 6.5 eV
Charge: +2
Calculated total energy: -78048.6903 eV
Spin multiplicity: 6
Largest force on an atom: 2.06 eV/A

---

(3)
Computed, not measured: 18 unconnected molecules or ions with the total composition C36H102F6NO21S2 at a distorted geometry, with the ωB97M-V functional and the def2-TZVPD basis.

Each line ends with the Löwdin charge.
Cartesian coordinates (Å):
C 0.9280 -2.2761 -1.2977  -0.68
F 0.3900 -1.9609 -2.4707  0.13
F 1.0471 -3.6143 -1.2186  0.12
F 2.1052 -1.7370 -1.1605  0.16
S -0.2398 -1.5932 0.0839  0.68
O -1.5575 -2.0014 -0.3645  -0.33
O 0.2182 -2.2646 1.2949  -0.32
N -0.0608 0.1592 -0.0573  -0.31
S 0.3130 0.5462 1.3862  0.55
O -0.7292 0.2449 2.3959  -0.35
O 1.6956 0.1023 1.6832  -0.35
C 0.3783 2.5119 1.3126  -0.66
F 0.8006 2.9445 2.4823  0.13
F 1.1976 2.9661 0.3891  0.14
F -0.8349 3.0899 1.1525  0.10
C -6.7985 0.8843 -0.8013  -0.09
C -5.7620 2.0155 -0.7752  -0.32
O -4.7497 1.7903 -1.7440  -0.09
H -7.0978 0.6240 -1.8166  0.07
H -7.6688 1.0862 -0.1768  0.06
H -6.3381 -0.0011 -0.3631  0.07
H -5.2087 2.0181 0.1639  0.11
H -6.1783 3.0097 -0.9373  0.10
H -3.9611 1.4146 -1.3457  0.08
C -6.8719 -6.5553 -2.8465  -0.09
C -7.7982 -7.3613 -3.7624  -0.34
O -7.3730 -7.1447 -5.0786  -0.09
H -7.1103 -6.7424 -1.7995  0.07
H -6.9870 -5.4891 -3.0420  0.07
H -5.8273 -6.8173 -3.0148  0.07
H -8.8331 -7.0369 -3.6537  0.11
H -7.5516 -8.3909 -3.5032  0.10
H -8.0695 -7.4186 -5.6798  0.08
C 5.1260 10.5778 -1.1632  -0.08
C 5.5529 10.0361 0.2864  -0.29
O 5.0921 10.8660 1.3347  -0.09
H 5.2707 11.6512 -1.2856  0.06
H 4.0753 10.3517 -1.3450  0.06
H 5.6792 10.0982 -1.9706  0.06
H 6.6359 9.9869 0.3987  0.10
H 5.0650 9.0661 0.3819  0.11
H 5.6342 11.6560 1.2746  0.08
C 7.0600 -3.3234 5.0210  -0.09
C 8.5340 -3.0323 5.0184  -0.36
O 9.1958 -3.4427 6.1893  -0.07
H 6.9006 -4.3799 5.2365  0.07
H 6.6777 -3.0746 4.0310  0.08
H 6.6035 -2.8167 5.8713  0.07
H 8.7263 -1.9678 4.8850  0.11
H 8.9865 -3.4656 4.1264  0.11
H 9.2308 -2.6705 6.7586  0.08
C 0.2857 -2.1466 -10.7060  -0.10
C -0.5527 -3.1821 -11.4163  -0.36
O -0.9785 -2.5351 -12.5483  -0.08
H -0.1664 -1.1675 -10.5476  0.08
H 1.2159 -2.0264 -11.2613  0.07
H 0.5594 -2.5858 -9.7467  0.07
H -1.3617 -3.5487 -10.7845  0.11
H 0.1468 -3.9571 -11.7297  0.12
H -1.6908 -1.9472 -12.2864  0.09
C -0.1812 -8.4606 -6.4390  -0.10
C -1.5181 -7.8489 -6.1196  -0.33
O -2.5419 -8.8469 -6.1829  -0.09
H -0.1439 -8.8369 -7.4613  0.07
H 0.0460 -9.2589 -5.7324  0.08
H 0.5417 -7.6495 -6.3522  0.07
H -1.7561 -7.1129 -6.8875  0.11
H -1.4776 -7.3737 -5.1394  0.11
H -3.3513 -8.4096 -5.9086  0.07
C -3.1347 8.9649 -2.2785  -0.09
C -2.4561 10.2557 -2.7128  -0.34
O -3.2645 11.3713 -2.3875  -0.08
H -4.0998 8.7929 -2.7551  0.07
H -3.2337 8.9181 -1.1940  0.07
H -2.5777 8.0750 -2.5714  0.07
H -2.2636 10.3027 -3.7846  0.10
H -1.4720 10.3035 -2.2467  0.10
H -2.6795 12.1323 -2.3998  0.08
C 0.3915 -3.7929 6.9857  -0.08
C 0.5432 -5.3168 6.9261  -0.33
O -0.1721 -5.9167 7.9860  -0.09
H 0.6892 -3.4080 7.9611  0.07
H -0.6434 -3.4984 6.8111  0.07
H 0.9705 -3.2968 6.2068  0.08
H 1.5512 -5.7139 6.8059  0.11
H -0.0060 -5.6462 6.0441  0.10
H -0.4637 -6.7523 7.6140  0.08
C -5.7174 -5.6604 4.0852  -0.07
C -5.5516 -4.8437 5.4292  -0.32
O -6.7998 -4.7030 6.0645  -0.08
H -6.6227 -5.3139 3.5868  0.07
H -5.8044 -6.7388 4.2179  0.06
H -4.8644 -5.3748 3.4697  0.07
H -5.1232 -3.8731 5.1792  0.10
H -4.7909 -5.2672 6.0850  0.10
H -6.6181 -4.1470 6.8257  0.08
C 6.0945 -2.0782 -7.3600  -0.10
C 6.0663 -3.5757 -7.5604  -0.33
O 7.1300 -3.9286 -8.4339  -0.09
H 7.0225 -1.6798 -6.9499  0.08
H 5.2635 -1.7915 -6.7154  0.08
H 5.8580 -1.5744 -8.2972  0.07
H 5.1345 -3.7430 -8.1007  0.11
H 6.1129 -4.1035 -6.6078  0.11
H 7.0650 -4.8552 -8.6766  0.08
C -6.3650 1.0906 8.3865  -0.08
C -5.1868 0.2526 8.9116  -0.33
O -5.6156 -0.9254 9.5521  -0.09
H -6.0264 2.0209 7.9304  0.07
H -7.0250 1.3778 9.2050  0.07
H -6.8776 0.5649 7.5809  0.07
H -4.6822 0.8203 9.6934  0.10
H -4.4998 -0.0040 8.1051  0.11
H -4.8628 -1.2687 10.0390  0.08
C 1.0089 3.0152 8.7603  -0.08
C 0.0355 4.1863 8.5534  -0.37
O -0.6015 4.5729 9.7009  -0.06
H 1.7730 3.2423 9.5036  0.07
H 1.5040 2.9151 7.7944  0.07
H 0.5041 2.0665 8.9426  0.07
H -0.7068 3.9168 7.8021  0.11
H 0.6360 4.9771 8.1039  0.10
H -1.2595 5.2531 9.5402  0.09
C 4.6296 -7.7950 1.4889  -0.08
C 5.8292 -7.5686 0.5757  -0.35
O 6.5955 -8.7158 0.5872  -0.08
H 4.1298 -8.7424 1.2870  0.07
H 3.8652 -7.0192 1.5326  0.07
H 4.9305 -7.8887 2.5324  0.07
H 6.4429 -6.7181 0.8726  0.11
H 5.5369 -7.3708 -0.4556  0.11
H 7.3246 -8.6715 -0.0358  0.09
C -4.4913 -1.7041 -6.2102  -0.09
C -5.4308 -0.7630 -6.9242  -0.35
O -4.9486 0.5572 -6.7492  -0.07
H -3.4776 -1.6364 -6.6049  0.08
H -4.8287 -2.7365 -6.3016  0.07
H -4.5356 -1.4082 -5.1621  0.08
H -6.4501 -0.8710 -6.5533  0.10
H -5.6017 -1.0517 -7.9613  0.11
H -4.6689 0.5916 -5.8315  0.07
C 1.8634 3.1320 -6.4166  -0.10
C 1.1018 2.7470 -5.1671  -0.32
O 1.9862 2.2371 -4.1544  -0.08
H 1.1952 3.6630 -7.0946  0.07
H 2.1602 2.2544 -6.9910  0.07
H 2.7758 3.6954 -6.2215  0.07
H 0.5145 1.8889 -5.4942  0.10
H 0.4647 3.5482 -4.7926  0.11
H 1.4588 1.8440 -3.4551  0.08
C -1.9274 11.0417 4.2530  -0.09
C -0.4944 10.5613 4.0535  -0.34
O 0.4199 11.6043 4.3002  -0.07
H -2.1391 11.8428 3.5448  0.07
H -2.0861 11.3993 5.2704  0.07
H -2.6406 10.2601 3.9911  0.07
H -0.3970 10.2069 3.0273  0.11
H -0.2938 9.6946 4.6834  0.11
H 1.2016 11.3612 3.7988  0.08
C 7.0174 3.3190 4.8319  -0.08
C 6.9765 3.0991 3.3224  -0.32
O 7.8944 4.0001 2.6977  -0.10
H 6.3484 2.6575 5.3824  0.07
H 6.9584 4.3795 5.0768  0.07
H 7.9617 2.9643 5.2449  0.07
H 6.0240 3.3179 2.8398  0.11
H 7.2532 2.0890 3.0201  0.11
H 7.6774 3.8825 1.7700  0.07

Calculated values
E_LUMO: 1.52 eV
HOMO-LUMO gap: 8.2 eV
Charge: -1
Calculated total energy: -121442.1430 eV
Spin multiplicity: 1
Energy above the lowest of the compared OMol25 structures with the same formula, charge and spin: 3.6258 eV
Largest force on an atom: 4.02 eV/A